(1)
This record from the OMol25 dataset describes a molecular structure, C20H42N3PtS5SbSi4 in a non-equilibrium geometry. The level of theory is ωB97M-V with the def2-TZVPD basis set.

LUMO level (spin up / spin down) (eV): 3.841 / 3.826
Expectation value of S²: 2.24
2S+1: 3
HOMO (spin up / spin down) (eV): -0.74 / -0.86
Gap between HOMO and LUMO (spin up / spin down) (hartree): 0.1684 / 0.1722
Charge: -2

Geometry (Å):
Pt  -0.777  -0.603  0.708
S  1.440  -6.272  1.173
Sb  -0.228  -5.293  2.425
S  0.295  -2.423  2.026
S  0.685  -1.907  3.888
S  -2.218  -5.513  1.284
S  0.041  2.259  0.493
C  1.437  2.042  -0.472
N  0.960  1.686  -1.776
C  1.895  1.931  -2.833
C  3.211  2.097  -2.568
C  3.708  2.132  -1.239
C  2.773  2.159  -0.197
H  0.644  0.674  -1.746
H  1.481  1.931  -3.831
H  3.886  2.234  -3.405
H  4.765  2.228  -1.044
H  3.080  2.339  0.826
C  -0.481  4.278  -2.059
Si  -1.066  2.590  -1.458
C  -1.630  1.617  -2.971
C  -2.748  2.792  -0.606
Si  -0.281  -1.595  -1.218
Si  -1.950  -2.766  -2.400
C  -1.942  -2.355  -4.250
C  -3.588  -2.146  -1.705
C  -1.879  -4.628  -2.276
Si  1.806  -2.304  -2.018
C  3.221  -1.607  -0.996
C  2.084  -1.706  -3.796
C  1.949  -4.170  -2.050
H  -1.299  5.000  -2.009
H  -0.141  4.216  -3.096
H  0.349  4.653  -1.458
H  -2.406  2.208  -3.470
H  -2.075  0.664  -2.685
H  -0.836  1.415  -3.694
H  -2.701  3.468  0.253
H  -3.058  1.810  -0.235
H  -3.516  3.155  -1.295
H  -2.144  -1.299  -4.438
H  -2.717  -2.944  -4.752
H  -0.985  -2.598  -4.717
H  -3.876  -1.200  -2.172
H  -3.477  -1.967  -0.633
H  -4.398  -2.868  -1.848
H  -0.964  -5.023  -2.722
H  -2.736  -5.072  -2.794
H  -1.896  -4.954  -1.232
H  3.490  -0.596  -1.310
H  4.105  -2.245  -1.094
H  2.957  -1.565  0.063
H  2.059  -0.616  -3.867
H  1.328  -2.103  -4.477
H  3.067  -2.042  -4.143
H  1.743  -4.614  -1.071
H  2.956  -4.479  -2.351
H  1.234  -4.606  -2.752
N  -1.691  0.267  2.467
C  -1.259  0.712  3.446
N  -0.833  1.319  4.533
C  -0.625  0.600  5.787
C  0.603  1.162  6.487
C  0.454  2.669  6.688
C  0.247  3.355  5.339
C  -0.960  2.773  4.614
H  -0.510  -0.455  5.548
H  -1.511  0.725  6.425
H  1.476  0.956  5.862
H  0.743  0.646  7.439
H  1.326  3.084  7.198
H  -0.418  2.860  7.326
H  1.131  3.206  4.713
H  0.102  4.431  5.464
H  -1.029  3.163  3.600
H  -1.883  3.032  5.151

(2)
This record from the OMol25 dataset describes 9 unconnected molecules or ions with the total composition C20H42N4O5S3 in a non-equilibrium geometry. The level of theory is ωB97M-V with the def2-TZVPD basis set.

LUMO level (eV): -0.227
2S+1: 1
HOMO (eV): -8.64
Gap between HOMO and LUMO (hartree): 0.3091
Charge: 0

Geometry (Å):
C  -32.534  11.800  -32.981
C  -33.852  11.569  -33.575
N  -34.850  11.301  -34.053
H  -31.762  11.661  -33.740
H  -32.395  11.092  -32.169
H  -32.446  12.824  -32.634
C  -35.412  7.193  -38.468
C  -35.998  7.122  -37.125
N  -36.495  7.027  -36.097
H  -35.153  8.222  -38.715
H  -36.155  6.881  -39.202
H  -34.525  6.572  -38.511
C  -38.923  13.706  -39.008
C  -38.521  15.057  -39.355
N  -38.210  16.102  -39.672
H  -39.957  13.546  -39.318
H  -38.843  13.565  -37.937
H  -38.309  12.984  -39.539
C  -33.610  7.716  -33.691
C  -33.900  6.293  -33.803
N  -34.130  5.158  -33.908
H  -34.433  8.284  -34.133
H  -32.742  7.953  -34.317
H  -33.452  8.019  -32.668
C  -37.307  15.814  -34.528
S  -36.513  14.469  -35.373
O  -36.862  14.615  -36.790
C  -34.809  15.005  -35.284
H  -38.374  15.602  -34.662
H  -37.076  16.781  -34.965
H  -37.134  15.781  -33.451
H  -34.228  14.239  -35.785
H  -34.496  15.046  -34.235
H  -34.704  15.986  -35.737
C  -34.220  16.579  -42.331
S  -35.551  15.568  -41.664
O  -36.102  14.819  -42.817
C  -34.460  14.421  -40.802
H  -33.432  16.707  -41.582
H  -34.638  17.536  -42.613
H  -33.779  16.068  -43.187
H  -33.799  14.010  -41.563
H  -35.056  13.675  -40.301
H  -33.881  15.001  -40.082
C  -32.392  9.465  -41.530
S  -31.289  9.627  -40.138
O  -30.119  8.743  -40.409
C  -30.820  11.313  -40.516
H  -32.551  8.402  -41.677
H  -31.892  9.849  -42.427
H  -33.297  10.039  -41.343
H  -30.278  11.711  -39.669
H  -31.773  11.870  -40.586
H  -30.293  11.354  -41.457
C  -37.418  8.524  -32.836
C  -38.229  9.770  -33.037
O  -38.676  10.432  -32.138
C  -38.432  10.139  -34.487
H  -37.324  8.215  -31.802
H  -36.394  8.779  -33.152
H  -37.814  7.745  -33.486
H  -39.285  9.573  -34.877
H  -37.533  9.936  -35.065
H  -38.688  11.193  -34.550
C  -33.641  10.451  -37.011
C  -34.501  11.124  -38.016
O  -34.202  11.122  -39.149
C  -35.757  11.792  -37.548
H  -32.909  9.784  -37.477
H  -34.214  9.806  -36.329
H  -33.106  11.159  -36.375
H  -36.459  11.174  -37.019
H  -36.169  12.253  -38.439
H  -35.399  12.588  -36.888

(3)
This record from the OMol25 dataset describes a molecular structure, C20H43AsBBr3F7MgN5O5 in a non-equilibrium geometry. The level of theory is ωB97M-V with the def2-TZVPD basis set.

LUMO level (eV): -5.283
2S+1: 1
HOMO (eV): -6.40
Gap between HOMO and LUMO (hartree): 0.0409
Charge: 0

Geometry (Å):
C  -1.573  5.429  -2.421
C  -0.651  4.092  -2.103
B  0.686  3.985  -3.106
O  1.186  5.244  -3.695
C  1.328  2.485  -3.311
N  1.917  1.870  -2.049
C  2.419  0.517  -2.526
C  3.140  -0.549  -1.509
C  4.663  -0.152  -1.050
C  4.731  1.074  0.062
O  3.913  0.786  1.269
C  2.080  0.406  -4.153
N  2.440  -0.828  -4.953
N  1.384  1.704  -4.606
C  0.941  2.023  -6.017
N  -0.413  2.688  -6.131
H  -1.326  5.911  -3.458
H  -1.512  6.184  -1.515
H  -2.694  5.057  -2.470
H  -1.321  3.155  -2.396
H  -0.359  4.068  -0.960
H  1.177  5.921  -2.946
H  1.959  2.328  -1.111
H  2.474  -0.583  -0.530
H  3.177  -1.616  -1.988
H  5.307  0.087  -1.998
H  5.158  -1.094  -0.529
H  5.862  1.096  0.441
H  4.476  2.118  -0.408
H  3.942  1.605  1.877
H  2.442  -1.694  -4.363
H  1.662  -0.979  -5.663
H  1.766  2.623  -6.625
H  0.845  0.977  -6.583
H  -0.204  3.727  -6.027
H  -0.816  2.616  -7.103
F  0.214  -0.520  3.758
As  1.844  -1.321  3.815
F  1.769  -1.342  5.631
F  2.644  0.310  3.868
F  3.474  -2.122  3.873
F  1.920  -1.299  2.000
F  1.044  -2.951  3.763
C  -2.706  -1.830  5.631
C  -2.222  -0.427  5.802
O  -2.272  -0.234  7.203
C  -2.201  -1.471  7.776
O  -2.049  -1.668  8.970
O  -2.322  -2.456  6.840
H  -2.246  -2.328  4.773
H  -3.796  -1.888  5.533
H  -1.189  -0.297  5.464
H  -2.859  0.299  5.287
Mg  4.487  -0.789  -4.471
Br  3.874  -3.289  -2.063
C  -3.294  -2.996  0.698
C  -4.543  -3.270  1.530
N  -5.159  -2.067  2.097
C  -6.187  -2.362  3.103
C  -7.441  -3.092  2.635
C  -5.505  -1.007  1.150
C  -6.465  -1.356  0.017
H  -2.544  -2.449  1.277
H  -2.845  -3.944  0.380
H  -3.521  -2.427  -0.207
H  -4.236  -3.929  2.352
H  -5.254  -3.840  0.921
H  -6.485  -1.431  3.601
H  -5.722  -2.964  3.894
H  -8.114  -2.428  2.088
H  -7.999  -3.458  3.503
H  -7.215  -3.957  2.006
H  -4.577  -0.627  0.703
H  -5.906  -0.145  1.696
H  -6.240  -2.319  -0.447
H  -6.399  -0.594  -0.769
H  -7.503  -1.367  0.358
F  -5.303  -1.804  5.270
Br  7.969  -1.007  -1.805
C  8.808  0.754  -1.825
C  8.839  1.328  -3.222
Br  10.247  0.506  -4.292
H  9.801  0.639  -1.380
H  8.189  1.371  -1.168
H  9.088  2.393  -3.196
H  7.902  1.192  -3.769